# C19H24N4O3

One molecule with the formula C19H24N4O3 (wB97M-V/def2-TZVPD, the OMol25 dataset).

Last column: natural (NBO) charge in e.
Element x y z (Å)
C: -2.54859 7.81369 -2.52685  -0.25
H: -1.71073 8.39564 -2.13021  0.18
O: -2.12211 6.57041 -3.02980  -0.49
C: -1.52080 5.69489 -2.18047  0.30
C: -1.30315 5.91722 -0.82481  -0.27
C: -0.68014 4.94798 -0.05738  -0.16
C: -0.28390 3.74137 -0.61403  -0.16
C: -0.49010 3.52777 -1.97503  -0.19
C: -1.09979 4.49046 -2.74890  -0.24
H: -1.26142 4.33884 -3.80443  0.22
H: -0.15693 2.60731 -2.43185  0.22
C: 0.44486 2.74091 0.22703  0.68
O: 1.54190 2.98213 0.69711  -0.62
N: -0.18575 1.56161 0.44066  -0.44
C: -1.49777 1.18736 -0.01998  -0.22
H: -1.96179 2.01354 -0.55820  0.23
C: -1.39605 -0.04900 -0.91588  -0.23
N: -0.77564 -1.12550 -0.16640  -0.43
C: -0.77875 -2.37888 -0.89719  -0.27
C: -0.40836 -3.50378 0.00004  0.52
N: 0.59052 -4.32019 -0.13535  -0.50
C: 0.46023 -5.15354 0.94081  0.32
N: -0.56409 -4.84899 1.68504  -0.15
O: -1.14357 -3.77556 1.08122  -0.27
C: 1.40993 -6.25081 1.23912  -0.44
C: 2.73429 -5.67048 1.69681  -0.22
C: 2.88805 -5.23389 3.12133  -0.42
C: 3.60005 -6.45830 2.63098  -0.41
H: 3.24315 -7.42114 2.96327  0.21
H: 4.67031 -6.41474 2.49949  0.22
H: 3.46924 -4.34896 3.33095  0.22
H: 2.04423 -5.36581 3.78133  0.22
H: 3.22430 -5.07609 0.93581  0.22
H: 0.97966 -6.87831 2.01931  0.23
H: 1.56097 -6.84193 0.33305  0.23
H: -1.79359 -2.55541 -1.26653  0.23
H: -0.07934 -2.38600 -1.75017  0.20
C: 0.56223 -0.74040 0.25473  -0.23
C: 0.47677 0.49166 1.15220  -0.23
H: 1.47205 0.83925 1.43292  0.25
H: -0.09633 0.24556 2.05256  0.20
H: 1.00887 -1.56660 0.81086  0.21
H: 1.20675 -0.51959 -0.61455  0.17
H: -2.39850 -0.36086 -1.21667  0.21
H: -0.81819 0.20002 -1.82395  0.16
H: -2.11434 0.93303 0.85087  0.20
H: -0.50082 5.12987 0.99158  0.22
H: -1.60578 6.84033 -0.35653  0.21
H: -3.30942 7.69328 -1.74881  0.18
H: -2.98266 8.34062 -3.37506  0.20

Forces on atoms 1 to 3 (eV/Å):
C -0.1 0.2 0.1
H 0.0 0.0 0.0
O 0.1 -0.3 -0.1

- SMILES = COc1ccc(C(=O)N2CCN(Cc3nc(CC4CC4)no3)CC2)cc1
- total energy (Ha) = -1183.10049
- spin multiplicity = 1
- HOMO-LUMO gap (Eh) = 0.3449
- net charge = 0
- relative energy (zero: lowest compared OMol25 entry of this formula, charge and spin) (kcal/mol) = 101.7

# C40H68ClN2O10P2

A 5-piece molecular cluster, C40H68ClN2O10P2 overall (wB97M-V/def2-TZVPD, the OMol25 dataset).

Last column: Löwdin charge in e.
Element x y z (Å)
C: -1.30337 4.87191 -7.13489  -0.16
C: -1.35453 3.23821 -7.29478  -0.26
C: -2.27511 2.50459 -6.11759  -0.22
C: -1.62046 2.64474 -4.61389  -0.23
C: -1.24193 1.18016 -3.94109  -0.22
C: 0.27447 0.65117 -4.33657  -0.20
C: 0.70545 -0.72429 -3.48915  -0.13
C: 1.13423 -0.21404 -1.96367  -0.21
O: 2.58910 -0.07826 -1.79209  -0.09
C: 2.92362 0.31949 -0.38422  -0.26
O: 3.68057 -0.50153 0.35674  0.03
C: 2.27516 1.74284 0.16159  0.00
C: 3.19269 3.10026 -0.17521  -0.41
Cl: 4.83170 2.88023 -1.05011  0.61
C: 2.55184 4.52953 0.30607  -0.28
P: 3.49863 6.20048 0.00677  0.92
C: 2.19188 7.64203 -0.09424  -0.33
C: 4.34394 6.23011 -1.70498  -0.47
C: 4.36505 7.70519 -2.43027  -0.18
N: 1.22920 4.62695 1.03066  0.04
C: 0.36151 3.40088 1.36113  -0.06
C: -1.07535 3.76363 2.11949  -0.13
C: -2.47023 3.30102 1.34804  0.02
C: -3.81092 3.72155 2.25668  -0.01
C: -3.49692 4.47563 3.66553  -0.09
N: -2.21264 4.90394 4.28991  0.00
C: -0.97438 4.55955 3.53368  -0.05
C: 0.81770 1.83807 0.97714  -0.21
P: -0.24019 0.31180 1.38803  0.87
C: 0.78108 -1.27466 1.67883  -0.31
C: -1.20536 0.52635 3.06688  -0.30
H: -2.17412 5.38946 -7.74214  0.08
H: -0.26062 5.23011 -7.58489  0.08
H: -1.36794 5.24915 -6.01973  0.07
H: -0.24719 2.84055 -7.25576  0.10
H: -1.84341 2.93415 -8.31792  0.11
H: -2.28117 1.34184 -6.36776  0.11
H: -3.37338 2.96805 -6.12659  0.12
H: -2.44069 3.13529 -3.91053  0.10
H: -0.71826 3.40170 -4.62745  0.10
H: -1.35596 1.33555 -2.76654  0.10
H: -2.04276 0.35292 -4.23093  0.12
H: 0.45762 0.54864 -5.49236  0.12
H: 1.01838 1.50599 -3.96811  0.11
H: 1.54657 -1.33495 -4.02692  0.12
H: -0.31071 -1.33897 -3.36611  0.13
H: 0.62797 -0.97643 -1.20815  0.11
H: 0.53915 0.80858 -1.81101  0.11
H: 1.62183 7.81038 0.91432  0.05
H: 1.46406 7.39794 -1.00739  0.07
H: 2.71009 8.67451 -0.39492  0.06
H: 3.89772 5.39807 -2.39717  0.08
H: 5.48562 5.93747 -1.52048  0.08
H: 4.60304 8.55694 -1.64494  0.08
H: 5.22177 7.68029 -3.24035  0.09
H: 3.35891 7.88393 -3.01610  0.09
H: 0.88542 5.59592 1.30589  0.13
H: -2.52094 2.73897 0.32378  0.11
H: -4.90960 3.45475 1.87755  0.11
H: -4.47294 4.72910 4.30895  0.12
H: 0.07270 4.86441 4.01931  0.13
H: 0.91510 -1.95640 0.73020  0.06
H: 1.80660 -0.97402 2.18740  0.07
H: 0.17530 -1.93438 2.46699  0.07
H: -1.34826 -0.50620 3.61106  0.06
H: -2.28722 0.98408 2.89641  0.04
H: -0.60270 1.22284 3.80674  0.06
O: 1.02062 -3.67232 -5.46688  0.06
C: 1.94306 -4.42712 -5.16581  -0.51
O: 2.14966 -4.77332 -3.87629  -0.01
C: 3.07183 -5.79054 -3.44146  -0.23
C: 4.46890 -5.21786 -3.28247  -0.06
C: 2.91641 -4.89441 -6.20683  0.01
H: 3.04619 -6.65828 -4.10698  0.12
H: 2.71276 -6.13605 -2.46562  0.10
H: 4.86109 -4.84688 -4.23214  0.07
H: 5.15382 -5.97894 -2.89766  0.09
H: 4.45764 -4.37060 -2.59051  0.08
H: 3.68576 -4.13144 -6.35224  0.10
H: 2.37337 -5.04411 -7.14616  0.10
H: 3.38512 -5.84967 -5.97350  0.07
O: 1.90589 -7.96535 -1.00272  0.06
C: 0.71787 -7.69898 -0.83271  -0.50
O: 0.23256 -7.50472 0.41315  0.00
C: -1.08584 -7.00524 0.70736  -0.22
C: -2.09798 -8.13671 0.72662  -0.08
C: -0.23398 -7.68626 -1.99172  0.01
H: -1.36661 -6.20139 0.02068  0.11
H: -1.03043 -6.55670 1.70553  0.12
H: -2.17476 -8.62319 -0.24845  0.07
H: -3.08680 -7.76198 1.00637  0.06
H: -1.79636 -8.90649 1.44304  0.09
H: -0.56802 -8.70664 -2.19768  0.10
H: 0.29303 -7.29435 -2.86824  0.08
H: -1.09777 -7.03910 -1.84441  0.07
O: -3.14068 -7.28245 3.11642  0.06
C: -4.32842 -7.06508 3.34726  -0.49
O: -5.04262 -6.24795 2.54250  -0.01
C: -6.47124 -6.07893 2.61089  -0.22
C: -6.83978 -5.02565 3.64036  -0.07
C: -4.97899 -7.61807 4.58033  0.01
H: -6.97452 -7.03395 2.78753  0.12
H: -6.78963 -5.73809 1.61940  0.12
H: -6.52640 -5.31919 4.64482  0.07
H: -7.92085 -4.85936 3.64877  0.08
H: -6.33872 -4.07968 3.41479  0.08
H: -4.76961 -6.95920 5.42722  0.10
H: -4.55682 -8.60883 4.77985  0.10
H: -6.05441 -7.76205 4.48337  0.07
O: 0.46109 2.65717 6.85657  0.07
C: 0.99864 3.74568 7.05007  -0.52
O: 2.34561 3.84756 7.07675  -0.01
C: 3.07011 5.09197 7.10441  -0.23
C: 3.22323 5.59388 8.52907  -0.06
C: 0.17349 4.95869 7.36189  0.00
H: 2.60910 5.83280 6.44473  0.11
H: 4.06224 4.88087 6.69004  0.12
H: 2.25393 5.80358 8.98711  0.07
H: 3.82268 6.50855 8.55107  0.08
H: 3.71115 4.83687 9.15009  0.09
H: -0.06579 4.96994 8.42856  0.10
H: -0.75500 4.90384 6.78349  0.07
H: 0.64880 5.89793 7.08159  0.07

Forces on atoms 1 to 3 (eV/Å):
C 0.4 0.1 -0.5
C -0.6 0.0 0.6
C 0.8 -0.1 -0.3

- total energy (Ha) = -3568.73268
- spin multiplicity = 1
- HOMO-LUMO gap (Eh) = 0.2212
- net charge = +1
- relative energy (zero: lowest compared OMol25 entry of this formula, charge and spin) (kcal/mol) = 502.8

# C8H8N2O3S

One molecule with the formula C8H8N2O3S (wB97M-V/def2-TZVPD, the OMol25 dataset).

Last column: natural (NBO) charge in e.
Element x y z (Å)
C: 3.16896 -0.32803 -0.29956  -0.20
C: 2.84801 0.97558 -0.67024  -0.19
C: 2.06220 -1.01706 0.12038  -0.16
C: 1.63458 1.51427 -0.56466  -0.22
C: 0.77738 -0.52031 0.12032  -0.17
C: 0.50222 0.76532 -0.18897  -0.19
C: -0.24547 -1.58726 0.47359  0.19
C: -2.34747 -0.95424 -0.63710  0.75
N: -1.45574 -1.70800 0.17471  -0.51
N: -3.47406 -0.52943 0.01662  -0.87
O: -1.34253 1.17465 1.67072  -0.90
O: -0.67290 3.02437 -0.03128  -0.91
O: -2.09163 -0.59010 -1.75629  -0.60
S: -1.14284 1.63934 0.01444  1.52
H: 4.18216 -0.79793 -0.33009  0.24
H: 3.65491 1.62489 -1.06423  0.22
H: 2.15272 -2.09504 0.50717  0.21
H: 1.47834 2.60184 -0.46080  0.26
H: 0.07994 -2.58311 0.95701  0.19
H: -4.07797 0.19096 -0.49671  0.42
H: -4.03910 -1.06013 0.72085  0.41
H: -1.65172 0.25942 1.72412  0.49

Forces on atoms 1 to 3 (eV/Å):
C -0.3 -0.2 -0.3
C 4.0 0.2 -1.0
C 0.9 -3.3 1.1

- total energy (Ha) = -1043.00239
- spin multiplicity = 1
- HOMO-LUMO gap (Eh) = 0.3470
- net charge = 0
- relative energy (zero: lowest compared OMol25 entry of this formula, charge and spin) (kcal/mol) = 33.9

# Cl2H2NOP

A 2-piece molecular cluster, Cl2H2NOP overall (wB97M-V/def2-TZVPD, the OMol25 dataset).

Last column: natural (NBO) charge in e.
Element x y z (Å)
N: -0.05554 -2.20717 -0.44303  -1.18
O: 0.91218 0.19713 -0.76133  -1.00
P: -0.18151 -0.72007 -0.31424  1.98
Cl: -1.71001 0.23170 0.49843  -0.20
Cl: 0.97349 2.91981 1.04090  -0.25
H: -0.91524 -2.77785 -0.03508  0.41
H: 0.97664 2.35644 0.01436  0.25

Forces on atoms 1 to 3 (eV/Å):
N -3.2 -3.3 1.4
O -2.0 -0.8 0.7
P 2.9 2.8 -1.0

- total energy (Ha) = -1392.94576
- spin multiplicity = 1
- HOMO-LUMO gap (Eh) = 0.4001
- net charge = 0
- relative energy (zero: lowest compared OMol25 entry of this formula, charge and spin) (kcal/mol) = 37.5

> Look up the net charge of the third one.

0